No. 1
Formula: C25H31AsN2O5PdSSi
Source: the Open Molecules 2025 dataset
Level of theory: wB97M-V/def2-TZVPD

Geometry as ORCA input:
```
! wB97M-V def2-TZVPD RIJCOSX def2/J DEFGRID3
* xyz 2 5
C 4.380 2.097 -0.843
H 6.180 1.896 0.297
C -0.126 0.335 4.985
C 0.528 -1.065 6.846
H 3.502 -1.457 0.410
C 5.255 1.423 -0.003
C 2.750 -1.974 -2.619
H 1.074 -2.641 3.899
N -0.380 1.196 7.273
H 4.626 3.086 -1.206
C 2.613 -3.121 -3.390
C -3.785 2.835 -1.591
C 1.674 -1.523 -1.888
H -2.230 4.233 1.002
H -0.841 5.032 0.228
C 0.777 -1.870 4.598
C -2.984 -1.091 0.260
H -2.495 5.587 -0.129
C -1.536 4.489 -3.009
H -2.966 -0.074 -0.148
H -3.252 -4.371 0.071
H 3.685 -1.431 -2.603
C 4.948 0.146 0.449
H 1.307 -4.716 -4.033
C -2.222 -4.068 -0.129
C 3.768 -0.466 0.061
Si -2.234 -2.372 -0.924
H 5.634 -0.372 1.106
Pd -0.251 -0.049 0.123
H -3.810 2.088 -2.382
H -4.430 3.671 -1.861
S -0.499 1.941 -1.255
C 0.021 0.120 6.339
O -0.255 0.975 8.457
C 3.196 1.495 -1.240
H -2.246 5.305 -3.136
H -2.806 -3.033 -3.278
H -4.213 -2.469 -2.384
O -0.494 0.563 2.207
N -0.585 -1.765 -1.160
H -1.683 -4.057 0.820
O 1.683 -0.361 -1.169
C 0.134 -0.454 2.655
H -0.618 -3.927 -2.720
C -1.875 4.720 0.097
H -3.051 -1.302 -3.027
H -0.529 4.892 -2.917
H -1.771 -4.829 -0.767
O 0.630 -1.264 1.820
H -1.581 3.825 -3.870
H -0.534 1.269 4.626
H 3.452 -3.475 -3.972
H 2.504 1.983 -1.912
H 1.292 -3.000 6.344
C 0.323 -3.394 -2.703
C 0.262 -0.670 4.108
H 0.622 -1.187 7.915
C 0.903 -2.067 5.961
C -3.152 -2.284 -2.564
C 2.908 0.220 -0.781
C 1.396 -3.824 -3.428
As -1.985 3.513 -1.406
C 0.416 -2.221 -1.892
H -4.036 -1.340 0.419
H -2.520 -1.102 1.252
H -4.126 2.400 -0.654
O -0.801 2.225 6.780
*
```

Output
HOMO-LUMO gap (alpha / beta) in eV: 8.57 / 4.41
Energy above the lowest of the compared OMol25 structures with the same formula, charge and spin in kcal per mole: 0.1


No. 2
Formula: C25H31BF4GeMnN7S
Source: the Open Molecules 2025 dataset
Level of theory: wB97M-V/def2-TZVPD

Geometry as ORCA input:
```
! wB97M-V def2-TZVPD RIJCOSX def2/J DEFGRID3
* xyz -1 6
H -4.612 0.521 -1.479
H 1.843 -3.920 -0.817
N 2.888 -1.499 -0.154
C 2.932 -1.177 2.259
F 0.377 3.758 -2.923
C 4.302 -1.931 4.052
H -2.189 -1.006 -0.590
C -3.350 -3.854 0.091
C -4.180 0.846 -2.427
F 0.371 2.169 -1.258
F -0.603 4.230 -0.892
C 1.069 0.141 2.407
H 1.743 0.009 5.229
H -3.782 3.027 3.207
C 3.173 -1.823 -2.463
C -1.936 1.979 3.120
C 1.157 -0.082 -2.974
H -2.609 -2.714 -3.751
C 4.040 -1.908 2.699
H -3.827 -3.647 -0.867
C 0.759 -3.984 -0.834
N -1.913 -3.888 -0.081
H -3.598 -3.065 0.797
B -0.381 3.286 -1.868
C -1.506 -0.728 -1.403
N -1.257 1.109 0.991
H -0.993 -1.656 -1.692
C 2.455 -1.224 -1.381
S -1.472 -2.453 2.136
C -3.076 2.493 2.583
H -2.625 0.557 -5.300
C -1.032 -3.261 0.734
H 5.153 -2.488 4.425
H 1.617 -0.275 -5.035
H 3.974 -2.498 -2.195
H -1.571 -4.224 -0.965
N 1.274 -0.136 1.078
C 2.386 -0.519 4.538
Mn -0.022 0.244 -0.379
H -4.019 -2.452 -2.712
H -3.725 -4.803 0.480
H -4.950 0.771 -3.198
Ge -2.652 -0.280 -2.929
H 0.363 0.635 -3.127
H 0.914 -2.840 0.943
C 3.480 -1.241 4.967
C -3.410 -2.014 -3.505
N 1.399 -0.405 -1.679
C -3.316 2.332 1.208
H 4.665 -2.434 1.989
H -4.186 2.743 0.718
F -1.585 2.732 -2.332
N 0.258 -3.326 0.351
H -1.694 2.075 4.168
H -1.406 1.442 -4.373
C 2.883 -1.516 -3.754
C -1.835 0.457 -4.551
H -2.513 1.535 -0.588
H 0.467 -5.038 -0.856
H 3.449 -1.963 -4.562
H -4.039 -1.892 -4.389
C 2.384 -0.945 0.953
H -1.073 -0.211 -4.953
N 0.085 0.818 2.971
C 2.120 -0.485 3.170
H 0.415 -3.496 -1.754
C -2.387 1.651 0.476
H -3.876 1.889 -2.341
C 1.854 -0.590 -4.030
C -0.991 1.275 2.320
H 3.715 -1.287 6.024
*
```

Output
HOMO-LUMO gap (alpha / beta) in eV: 5.06 / 7.02
Energy above the lowest of the compared OMol25 structures with the same formula, charge and spin in kcal per mole: 5.7


No. 3
Formula: C25H31Cl5IrNOSi3
Source: the Open Molecules 2025 dataset
Level of theory: wB97M-V/def2-TZVPD

Geometry as ORCA input:
```
! wB97M-V def2-TZVPD RIJCOSX def2/J DEFGRID3
* xyz 0 1
H 3.901 1.028 -2.724
H -5.714 1.910 3.884
C -2.508 2.413 2.886
H -0.257 -0.309 -4.529
H -0.263 3.540 -0.016
H 2.289 -2.527 -3.661
H 3.762 1.490 -1.016
H 1.435 -4.196 -1.460
H -0.262 1.687 -3.697
Si -0.601 -1.164 -2.148
C -0.697 -3.172 2.707
H 3.900 -2.729 -2.974
C 0.720 3.296 -0.411
C -0.496 -1.241 -4.027
Cl 3.090 -2.003 3.510
H -2.118 -3.056 -2.011
C -3.733 1.768 3.077
H 3.586 -1.194 0.860
H -1.756 1.048 -1.929
C 1.790 -3.574 -0.637
H 1.484 3.487 0.339
C 3.848 -1.422 -0.174
H 0.917 3.880 -1.311
N -6.521 4.910 5.433
C -1.072 -2.923 -1.719
H 3.399 2.659 -2.296
C -2.335 3.712 3.370
C 1.043 -1.292 1.864
H 0.996 -3.517 0.105
H 1.053 2.871 -3.655
H -0.481 -3.626 -2.309
C -0.172 -1.366 1.336
C 0.603 -3.128 3.230
C -0.544 1.185 1.623
H 1.284 1.343 -4.487
Cl 1.092 -4.285 4.403
Ir 0.848 0.259 0.624
H -1.480 -1.561 -4.383
C 1.514 -2.127 2.833
C 3.320 1.609 -2.004
O 0.723 1.904 -0.755
H -1.383 4.205 3.232
Si 1.529 1.124 -2.036
C -4.585 3.705 4.209
Cl -1.805 -4.353 3.283
Cl 2.552 1.472 1.731
C -1.979 0.010 -1.676
H -2.891 -0.277 -2.205
C -1.130 -2.249 1.729
C 1.023 -0.559 -1.344
H 3.335 -1.123 -3.425
H 0.218 -1.996 -4.357
C 0.816 1.803 -3.614
Si 2.384 -1.902 -1.237
H 4.401 -0.574 -0.575
C 3.023 -2.077 -2.994
C -1.447 1.743 2.195
C -4.765 2.408 3.735
H -3.861 0.761 2.704
C -5.661 4.376 4.890
H -2.177 -0.030 -0.604
H 4.527 -2.280 -0.160
C -3.366 4.356 4.027
Cl -2.765 -2.204 1.182
H 2.636 -4.088 -0.174
H -0.981 -3.199 -0.673
H -3.234 5.361 4.405
*
```

Output
HOMO-LUMO gap in eV: 6.29
Energy above the lowest of the compared OMol25 structures with the same formula, charge and spin in kcal per mole: 25.9


No. 4
Formula: C25H31F9IN3O8PS2
Source: the Open Molecules 2025 dataset
Level of theory: wB97M-V/def2-TZVPD

Geometry as ORCA input:
```
! wB97M-V def2-TZVPD RIJCOSX def2/J DEFGRID3
* xyz 1 1
F 4.797 -0.464 5.446
C -1.928 -2.353 -1.128
C 1.313 3.688 -1.408
H -3.498 0.699 -1.633
H 1.926 -0.145 0.851
O -2.446 2.113 4.794
C -1.429 2.364 0.029
H 0.762 -0.761 -2.099
P -1.758 2.559 3.220
H -0.898 -2.634 -0.600
N -0.300 -0.474 0.848
O -1.054 -0.606 4.914
H 0.984 1.004 -0.308
C -1.619 -0.222 0.154
H -2.948 -3.179 -3.062
H -2.511 -1.195 -4.435
C -1.602 -1.307 -3.669
O 2.837 -0.908 -1.322
C 0.741 -2.473 3.616
H -2.718 -3.120 -0.665
F 0.502 -2.815 6.177
H -0.490 -2.657 -5.247
C -3.717 -0.378 -1.174
H -2.119 3.307 0.138
C -0.966 4.667 -2.717
C 2.177 5.030 -1.893
C 2.466 -1.402 5.503
H -0.544 0.619 -5.265
F 4.431 -2.329 4.006
H -1.480 -0.301 -3.084
H -0.600 6.852 -3.858
C 3.133 0.424 -3.628
N -2.071 1.138 0.638
H 1.927 2.920 -0.745
C -1.946 0.971 2.158
H 4.114 1.038 -3.340
C 3.770 -1.127 4.558
F 2.211 -3.970 4.995
H -0.937 -0.653 -6.623
S -0.698 -1.286 3.575
O 3.628 -2.118 -3.295
F 1.625 -2.141 2.468
C -0.287 -1.652 -4.642
H 2.144 7.153 -3.099
C 1.480 6.240 -2.786
H 3.182 0.118 -4.756
C -0.537 0.073 2.241
O -4.937 -1.114 1.075
C -0.102 6.015 -3.199
F 3.011 -1.774 6.863
H -1.662 2.042 5.443
I -6.495 1.160 -0.327
H -2.856 0.339 2.570
H 3.326 5.123 -1.591
C -0.201 -0.409 -5.727
C -1.942 -2.618 -2.747
H 1.227 -2.232 -0.864
C 3.203 -0.969 -2.745
H -1.077 -3.409 -2.962
H -3.568 3.423 2.149
O -2.792 3.856 2.623
F 1.781 -0.098 5.698
C -0.284 3.439 -1.818
H -4.149 -1.040 -2.068
H 0.686 -1.809 -4.010
O -1.052 2.224 -1.392
H 2.163 1.000 -3.314
F 3.530 -0.132 3.454
H 1.233 2.072 1.949
S 0.642 1.325 2.981
F 0.169 -3.835 3.293
N -2.386 -0.977 -0.699
H -0.424 2.611 0.615
H 0.883 -0.301 -6.168
C 1.357 -1.084 -1.145
H -2.108 4.597 -3.045
C -4.883 -0.352 -0.021
C 1.498 -2.639 5.054
O -1.984 -2.095 3.147
C 0.973 -0.079 0.135
*
```

Output
HOMO-LUMO gap in eV: 6.25